The following is a quantum chemistry calculation of 2 unconnected molecules or ions with the total composition C4H11NO in a non-equilibrium geometry, from OMol25.

Cartesian coordinates (Å):
C (-1.661, 0.426, 0.035)
C (-0.378, -0.100, -0.578)
C (-0.067, 0.531, -1.773)
C (0.276, -1.198, -0.059)
N (0.381, -1.754, 1.206)
H (-1.753, 0.033, 1.061)
H (-2.643, 0.352, -0.432)
H (-1.668, 1.543, 0.152)
H (-0.755, 0.566, -2.564)
H (0.723, -0.228, -2.018)
H (0.416, 1.501, -1.595)
H (0.745, -1.892, -0.764)
H (0.659, -2.701, 1.315)
H (0.824, -1.125, 1.826)
O (1.798, 1.257, 1.817)
H (1.188, 0.725, 1.146)
H (1.915, 2.064, 1.226)

Values from the calculation:
**HOMO-LUMO gap**: 8.733 eV
**LUMO level**: 0.8 eV
**2S+1**: 1
**SMILES**: CC(C)=CN.O
**Net charge**: 0